No. 1
Entry from the OMol25 dataset: one molecule with the formula C7H7NO at a distorted geometry (ωB97M-V with the def2-TZVPD basis set).

E, Eh: -400.80552
HOMO energy, Ha: -0.341
Relative energy (zero: lowest compared OMol25 entry of this formula, charge and spin), kcal/mol: 66.1
Frontier orbital gap, eV: 9.80

Positions of all 16 atoms, in Å:
C (-1.777, 1.676, -1.389)
C (-0.712, 1.228, -1.041)
C (0.541, 0.622, -0.675)
C (1.522, 1.322, 0.151)
C (1.895, 0.705, 1.277)
C (1.110, -0.436, 1.497)
O (1.271, -1.219, 2.429)
N (0.288, -0.625, 0.441)
C (-0.654, -1.703, 0.579)
H (-2.712, 1.992, -1.555)
H (1.059, 0.019, -1.513)
H (2.044, 2.121, -0.405)
H (2.667, 0.871, 1.903)
H (-0.149, -2.536, 1.071)
H (-1.484, -1.415, 1.186)
H (-0.955, -1.923, -0.485)

Here are the natural (NBO) charges for atoms 1 to 4, given in e: -0.1652 -0.0256 -0.1297 -0.1485

---

No. 2
Entry from the OMol25 dataset: one molecule with the formula C4H10N2O2 at a distorted geometry (ωB97M-V with the def2-TZVPD basis set).

E, Eh: -418.23754
HOMO energy (spin up / spin down), Ha: -0.262 / -0.277
Relative energy (zero: lowest compared OMol25 entry of this formula, charge and spin), kcal/mol: 140.2
Frontier orbital gap (spin up / spin down), eV: 7.54 / 8.32

Positions of all 18 atoms, in Å:
C (0.880, -0.216, -0.380)
C (-1.341, 0.098, -1.261)
C (2.140, 0.321, 0.206)
C (-0.494, -0.296, 0.127)
N (-0.638, 0.788, 2.156)
O (-1.032, -1.414, 0.754)
O (-1.369, -0.913, -2.208)
N (-0.434, 0.884, 0.811)
H (-0.913, -2.166, 0.164)
H (-0.500, -0.971, -2.625)
H (0.992, -0.322, -1.447)
H (-0.509, 1.670, 2.635)
H (-0.900, -0.122, 2.523)
H (-2.357, 0.202, -0.882)
H (-0.958, 1.055, -1.617)
H (3.003, -0.267, -0.118)
H (2.318, 1.349, -0.136)
H (2.113, 0.321, 1.298)

Here are the natural (NBO) charges for atoms 1 to 4, given in e: -0.1465 -0.0473 -0.6593 0.2401

---

Question: The highest E belongs to which entry?
Answer: C7H7NO

---

Question: Which of these has the highest relative energy (zero: lowest compared OMol25 entry of this formula, charge and spin)?
Answer: C4H10N2O2

---

Question: Number 2 is which compound?
Answer: C4H10N2O2

---

Question: Among the records above, which one has the highest relative energy (zero: lowest compared OMol25 entry of this formula, charge and spin)?
Answer: C4H10N2O2